# 1
Below is a molecular structure, C14H15BCuN2O2S, with properties calculated with the ωB97M-V functional and the def2-TZVPD basis.

molecular weight: 349.71 g/mol
net charge: +1
E_LUMO: -5.5514 eV
gap between HOMO and LUMO: 6.27 eV
energy: -77979.42313 eV
highest occupied orbital energy: -11.8 eV
multiplicity: 1

Cartesian coordinates (Å):
C -2.728 0.572 -0.131
C -2.219 -0.884 -0.445
O -1.524 -1.537 0.644
C -0.545 -0.687 1.169
C -0.805 -0.057 2.471
B -2.187 -0.431 3.229
N -3.021 0.559 3.966
O -2.653 -1.776 3.256
C 0.215 0.860 2.994
C 1.441 1.083 2.208
C 1.707 0.424 0.930
C 0.692 -0.477 0.378
N 0.787 -1.226 -0.868
C 1.509 -0.524 -1.918
C 1.011 -0.729 -3.292
C 1.628 -0.143 -4.475
C 2.816 0.700 -4.279
C 3.301 0.951 -2.922
C 2.666 0.355 -1.748
S 3.238 0.645 -0.034
H -3.384 0.573 0.778
H -3.390 0.892 -0.990
H -1.907 1.342 -0.085
H -3.138 -1.507 -0.651
H -1.636 -0.841 -1.402
H -2.583 0.744 4.872
H -3.172 1.413 3.427
H -3.176 -1.937 2.446
H 0.036 1.370 3.971
H 2.190 1.797 2.632
H 1.323 -2.079 -0.660
H 0.104 -1.373 -3.430
H 1.187 -0.382 -5.466
H 3.298 1.117 -5.193
H 4.200 1.609 -2.832
Cu 4.720 -0.414 1.452


# 2
Below is a molecular structure, C14H15CdF6N4O10S2, with properties calculated with the ωB97M-V functional and the def2-TZVPD basis.

molecular weight: 689.83 g/mol
net charge: -1
E_LUMO: 2.5898 eV
gap between HOMO and LUMO: 9.16 eV
energy: -83741.84636 eV
highest occupied orbital energy: -6.6 eV
energy relative to the best compared isomer or geometry (same formula, charge and spin): 0.00 kJ/mol
multiplicity: 1

Cartesian coordinates (Å):
Cd 0.028 -0.384 -0.309
O -1.395 1.434 -1.360
C -2.037 2.246 -0.386
C -1.142 2.497 0.815
N -0.702 1.250 1.428
C -1.734 0.582 2.221
C -1.898 -0.930 1.949
O -2.346 -1.606 2.867
O -1.594 -1.352 0.777
C 0.560 1.425 2.135
C 1.773 1.555 1.195
O 2.831 1.921 1.722
O 1.616 1.223 -0.021
H -0.667 1.913 -1.775
H -2.938 1.699 -0.105
H -2.348 3.201 -0.820
H -1.661 3.143 1.540
H -0.254 3.033 0.473
H -2.706 1.024 1.990
H -1.572 0.721 3.294
H 0.745 0.540 2.750
H 0.546 2.289 2.811
F -0.630 -5.358 -1.830
C -0.730 -4.461 -2.811
F -0.648 -5.100 -3.978
F -1.920 -3.873 -2.731
S 0.637 -3.235 -2.646
O 0.393 -2.598 -1.373
O 1.822 -4.013 -2.800
N 0.387 -2.320 -3.908
S 0.024 -0.799 -3.885
O 0.342 -0.193 -5.136
O 0.427 -0.099 -2.680
C -1.821 -0.753 -3.818
F -2.259 -1.141 -2.622
F -2.246 0.490 -4.050
F -2.345 -1.556 -4.747
N 5.137 0.178 2.207
C 4.944 -1.084 2.645
O 5.797 -1.739 3.226
C 3.579 -1.652 2.383
C 3.076 -2.648 3.208
C 1.793 -3.118 2.988
C 1.042 -2.564 1.963
N 1.530 -1.617 1.157
C 2.780 -1.195 1.347
H 6.028 0.592 2.423
H 4.367 0.796 1.949
H 3.699 -3.030 4.006
H 1.360 -3.886 3.613
H 0.016 -2.861 1.777
H 3.140 -0.454 0.645


# 3
Below is 5 unconnected molecules or ions with the total composition C14H15Cl16NO4S, with properties calculated with the ωB97M-V functional and the def2-TZVPD basis.

molecular weight: 860.59 g/mol
E_LUMO: 0.0804 eV
gap between HOMO and LUMO: 9.93 eV
energy: -235628.73350 eV
highest occupied orbital energy: -9.8 eV
SMILES: C#CC[C@@]1(S(C)(=O)=O)C(=O)NC[C@@H]1OCC.ClC(Cl)(Cl)Cl.ClC(Cl)(Cl)Cl.ClC(Cl)(Cl)Cl.ClC(Cl)(Cl)Cl
multiplicity: 1

Cartesian coordinates (Å):
C -0.423 0.448 5.575
C -0.032 0.759 4.457
C 0.663 1.044 3.066
C -0.070 0.358 1.843
S 1.063 -0.520 0.623
C 0.674 -2.337 0.519
O 2.488 -0.471 1.074
O 1.035 0.119 -0.721
C -1.172 -0.772 2.101
O -1.236 -1.636 2.951
N -2.144 -0.611 1.010
C -1.915 0.643 0.198
C -1.020 1.511 1.217
O -0.227 2.550 0.668
C -0.869 3.839 0.744
C -1.124 4.369 2.224
H -0.455 0.204 6.670
H 0.699 2.181 2.992
H 1.754 0.730 3.177
H 0.586 -2.800 1.558
H -0.222 -2.555 -0.126
H 1.599 -2.819 0.066
H -3.093 -0.460 1.362
H -2.967 1.072 0.159
H -1.483 0.515 -0.842
H -1.741 1.733 2.061
H -0.141 4.580 0.271
H -1.805 3.898 0.090
H -1.968 3.773 2.702
H -0.222 4.313 2.897
H -1.504 5.441 2.140
C -4.178 -3.841 2.813
Cl -5.109 -5.332 2.562
Cl -2.838 -4.164 3.926
Cl -3.539 -3.274 1.256
Cl -5.235 -2.593 3.505
C 2.524 -2.643 -3.076
Cl 3.355 -3.888 -4.029
Cl 1.074 -3.343 -2.323
Cl 3.611 -2.040 -1.813
Cl 2.050 -1.305 -4.138
C 6.267 -4.235 -6.898
Cl 5.278 -2.777 -6.698
Cl 6.184 -4.778 -8.585
Cl 7.951 -3.868 -6.478
Cl 5.660 -5.520 -5.833
C -1.556 4.900 -3.384
Cl -0.303 3.830 -2.732
Cl -2.991 3.943 -3.803
Cl -1.991 6.115 -2.164
Cl -0.944 5.714 -4.836


# 4
Below is a molecular structure, C14H15Cl2IN2O2Pt, with properties calculated with the ωB97M-V functional and the def2-TZVPD basis.

molecular weight: 636.17 g/mol
E_LUMO (alpha / beta): -1.0803 / -1.0101 eV
gap between HOMO and LUMO (alpha / beta): 6.31 / 7.32 eV
energy: -58228.08374 eV
highest occupied orbital energy (alpha / beta): -7.4 / -8.3 eV
energy relative to the best compared isomer or geometry (same formula, charge and spin): 3.59 kJ/mol
multiplicity: 3

Cartesian coordinates (Å):
C -5.216 -1.820 -0.813
C -5.547 -0.954 0.401
H -5.203 -1.229 -1.730
H -5.970 -2.604 -0.941
H -4.247 -2.313 -0.708
H -4.850 -0.123 0.524
H -6.551 -0.535 0.306
H -5.531 -1.554 1.313
C 1.823 0.043 -2.598
C 2.750 0.600 -3.465
C 3.477 1.726 -3.058
C 3.261 2.249 -1.791
H 1.261 -0.866 -2.783
H 2.889 0.151 -4.445
H 4.211 2.176 -3.723
H 3.834 3.077 -1.371
N 1.545 0.643 -1.428
C 2.263 1.707 -0.980
C 1.886 2.136 0.341
N 0.880 1.405 0.885
C 0.422 1.623 2.127
C 1.971 3.459 2.344
C 0.951 2.665 2.881
H -0.353 0.938 2.461
H 0.555 2.842 3.875
C 2.462 3.184 1.075
H 3.279 3.734 0.614
H 2.377 4.293 2.915
Pt 0.030 -0.117 -0.248
I -2.130 -0.452 -1.072
Cl 4.277 -2.458 0.971
C 2.743 -2.645 1.832
Cl 2.773 -1.878 3.432
C 1.564 -2.068 1.037
O 0.512 -2.718 0.953
O 1.784 -0.883 0.540
H 2.555 -3.712 1.962


# 5
Below is a molecular structure, C14H15ClMnN2O, with properties calculated with the ωB97M-V functional and the def2-TZVPD basis.

molecular weight: 317.68 g/mol
E_LUMO (alpha / beta): 0.0924 / 0.0379 eV
gap between HOMO and LUMO (alpha / beta): 8.01 / 7.61 eV
energy: -63629.45766 eV
highest occupied orbital energy (alpha / beta): -7.9 / -7.6 eV
multiplicity: 2

Cartesian coordinates (Å):
Mn 0.811 -1.281 0.116
C 0.627 3.381 0.836
C 0.443 2.022 1.452
C 1.529 1.165 1.602
C 1.373 -0.114 2.137
C 0.100 -0.543 2.540
C -0.982 0.320 2.411
C -0.811 1.585 1.869
H -0.237 4.016 1.023
H 0.754 3.286 -0.245
H 1.516 3.871 1.232
H 2.517 1.498 1.308
H 2.249 -0.698 2.384
H -0.017 -1.485 3.056
H -1.962 0.008 2.753
H -1.663 2.248 1.775
Cl 0.034 -3.345 -0.947
C 0.642 -3.334 0.755
H 1.499 -3.999 0.801
H -0.167 -3.712 1.377
C -2.333 -0.469 -3.112
C -2.782 -0.866 -1.862
C -1.971 -0.644 -0.765
N -0.769 -0.062 -0.850
C -0.363 0.356 -2.057
C -1.107 0.173 -3.206
H -2.925 -0.660 -3.997
H -3.740 -1.353 -1.742
H -2.285 -0.929 0.232
H 0.603 0.846 -2.081
H -0.730 0.513 -4.161
O 4.269 -0.263 -2.264
C 3.382 -0.601 -1.547
N 2.498 -0.931 -0.822


# 6
Below is a molecular structure, C14H15N3O2S, with properties calculated with the ωB97M-V functional and the def2-TZVPD basis.

molecular weight: 289.36 g/mol
E_LUMO: 0.3636 eV
gap between HOMO and LUMO: 8.77 eV
energy: -34150.25383 eV
highest occupied orbital energy: -8.4 eV
energy relative to the best compared isomer or geometry (same formula, charge and spin): 1258.86 kJ/mol
multiplicity: 1

Cartesian coordinates (Å):
C -3.490 -1.634 -2.098
C -4.508 -1.521 -1.164
H -4.735 -2.401 -0.758
H -5.503 -1.109 -1.633
O -4.270 -0.796 -0.260
C -3.643 -1.213 0.956
O -3.396 -2.413 1.192
C -3.229 -0.010 1.768
C -2.555 1.097 1.076
C -3.039 2.161 0.687
S -1.975 3.391 -0.104
C -0.817 2.043 0.155
N -1.150 0.763 0.800
N 0.585 2.218 -0.116
N 1.505 1.217 -0.030
C 2.635 1.416 -0.175
C 3.800 0.334 0.005
C 3.469 -0.750 0.717
C 4.630 -1.488 0.807
C 5.784 -1.277 0.549
C 6.031 -0.150 -0.338
C 4.944 0.855 -0.331
H 5.265 1.793 -0.960
H 7.017 0.117 -0.416
H 6.607 -1.860 0.375
H 4.404 -2.492 1.389
H 2.509 -1.072 0.967
H 3.010 2.524 -0.880
H 0.702 2.955 -0.551
H -4.063 2.485 0.840
H -4.109 0.459 2.302
H -2.584 -0.490 2.518
H -3.828 -2.237 -2.979
H -3.308 -0.782 -2.601
H -2.692 -2.131 -1.711